1.
C6H28BCuN12O6 | ωB97M-V/def2-TZVPD

Last column: Löwdin charge in e.
Element x y z (Å)
Cu  0.226  -0.636  0.037  0.697
B  0.359  -2.916  0.464  -0.364
H  0.637  -3.951  0.341  -0.021
H  1.207  -2.310  0.183  -0.034
H  -0.516  -2.658  -0.113  -0.043
H  0.176  -2.652  1.494  -0.050
C  -2.564  0.654  -1.363  -0.639
O  -1.410  0.372  -0.986  -0.011
N  -3.661  -0.060  -0.923  0.175
N  -2.852  1.620  -2.164  0.189
H  -4.585  0.276  -1.155  0.099
H  -3.579  -0.943  -0.440  0.114
H  -3.820  1.655  -2.448  0.121
H  -2.095  2.000  -2.714  0.128
C  -1.809  -0.560  2.762  -0.760
O  -1.272  -0.691  1.678  0.024
N  -1.395  0.271  3.639  0.166
N  -2.848  -1.102  3.230  0.202
H  -1.866  0.412  4.522  0.126
H  -0.749  1.004  3.385  0.119
H  -3.272  -0.761  4.081  0.127
H  -3.328  -1.819  2.704  0.139
C  2.233  -0.771  2.740  -0.674
O  1.718  -0.376  1.684  -0.006
N  1.683  -0.705  3.939  0.177
N  3.366  -1.410  2.865  0.184
H  0.737  -0.352  3.911  0.079
H  2.035  -1.316  4.662  0.116
H  3.619  -1.574  3.829  0.110
H  3.932  -1.749  2.100  0.131
C  0.127  -1.799  -3.310  -0.726
O  0.272  -1.469  -2.153  0.023
N  0.059  -2.969  -3.886  0.195
N  -0.191  -0.867  -4.170  0.152
H  0.132  -3.743  -3.241  0.135
H  0.059  -3.086  -4.889  0.126
H  -0.987  -1.180  -4.708  0.111
H  -0.292  0.067  -3.800  0.102
C  -0.307  2.778  0.641  -0.779
O  0.032  1.647  0.834  0.034
N  -1.179  3.456  1.319  0.200
N  0.384  3.520  -0.142  0.180
H  -1.272  4.398  0.968  0.115
H  -1.764  3.080  2.052  0.123
H  0.152  4.432  -0.509  0.123
H  1.299  3.172  -0.390  0.101
C  2.596  1.037  -1.746  -0.735
O  1.824  0.533  -0.922  0.002
N  2.396  2.200  -2.272  0.191
N  3.659  0.420  -2.068  0.209
H  3.045  2.600  -2.935  0.128
H  1.474  2.591  -2.138  0.102
H  4.202  0.641  -2.890  0.126
H  3.968  -0.412  -1.586  0.141

⟨S²⟩: 0.752
Multiplicity: 2
LUMO energy (alpha / beta) (Ha): -0.0757 / -0.1131
E_HOMO (alpha / beta) (eV): -10.8 / -10.8
Kohn-Sham gap (alpha / beta) (eV): 8.7853 / 7.7327
Net charge: +1

2.
C6H28N2O8 | ωB97M-V/def2-TZVPD

Last column: Löwdin charge in e.
Element x y z (Å)
C  0.365  -3.076  -0.914  0.006
N  0.563  -1.831  -0.907  -0.052
C  -0.222  -0.908  -0.186  -0.149
C  -1.446  -0.682  -0.676  -0.101
C  -2.242  0.565  -0.314  -0.169
C  -1.753  1.875  -0.991  -0.373
C  -2.807  3.051  -0.880  -0.049
N  -1.546  1.575  -2.458  0.008
H  -0.300  -3.629  -0.262  0.083
H  0.902  -3.763  -1.556  0.077
H  0.332  -0.388  0.583  0.126
H  -1.839  -1.357  -1.445  0.112
H  -3.281  0.465  -0.656  0.110
H  -2.211  0.567  0.796  0.122
H  -0.807  2.288  -0.666  0.094
H  -3.467  3.067  -1.744  0.068
H  -2.278  3.994  -0.810  0.060
H  -3.368  2.869  0.050  0.074
H  -1.715  2.399  -3.022  0.079
H  -2.273  0.985  -2.877  0.086
O  0.501  4.146  -0.551  -0.087
H  1.131  3.634  -1.110  -0.014
H  1.003  4.422  0.217  0.031
O  3.104  -0.752  -0.582  -0.060
H  2.181  -0.910  -0.835  -0.024
H  3.279  0.183  -0.705  0.039
O  0.978  0.618  -3.408  -0.074
H  0.027  0.655  -3.205  0.009
H  1.375  -0.258  -3.263  0.062
O  -1.866  -2.562  3.633  -0.051
H  -2.594  -2.597  3.004  0.051
H  -2.207  -3.062  4.383  0.062
O  1.595  -1.170  3.981  -0.080
H  2.079  -1.455  3.167  -0.002
H  0.681  -1.224  3.674  0.029
O  0.542  -3.795  3.976  -0.087
H  -0.139  -3.386  3.436  -0.026
H  1.220  -3.110  4.137  0.011
O  2.067  2.584  -2.131  -0.082
H  1.424  1.899  -2.462  0.015
H  2.552  3.222  -2.640  0.050
O  3.425  -2.064  2.164  -0.049
H  3.630  -1.373  2.796  0.042
H  3.405  -1.710  1.258  0.023

SMILES string: C=N/C=C/C[C@H](C)N.O.O.O.O.O.O.O.O
LUMO energy (Ha): 0.0099
E_HOMO (eV): -9.3
Kohn-Sham gap (eV): 9.6021
Net charge: 0

3.
C6H29NO8 | ωB97M-V/def2-TZVPD

Last column: Löwdin charge in e.
Element x y z (Å)
C  0.329  -3.490  -1.582  -0.015
C  -0.177  -2.388  -1.034  -0.268
C  0.252  -1.022  -1.307  -0.201
C  -0.279  -0.547  -2.768  -0.212
N  0.079  0.850  -2.832  -0.126
C  -0.898  1.838  -3.444  -0.276
C  -2.028  2.225  -2.473  -0.088
H  0.183  -4.597  -1.559  0.067
H  1.253  -3.296  -2.215  0.077
H  -1.046  -2.349  -0.339  0.103
H  1.290  -0.894  -1.091  0.103
H  -0.263  -0.256  -0.719  0.088
H  -1.336  -0.653  -2.706  0.092
H  0.026  -1.348  -3.562  0.137
H  1.003  0.927  -3.410  0.158
H  -1.372  1.321  -4.438  0.141
H  -0.385  2.591  -3.964  0.071
H  -2.807  1.362  -2.604  0.110
H  -1.621  2.063  -1.439  0.064
H  -2.381  3.230  -2.556  0.058
O  0.644  2.335  -0.559  0.000
H  0.009  2.534  -1.247  0.002
H  0.892  1.520  -0.380  -0.073
O  -0.407  -1.270  3.676  0.038
H  0.117  -0.514  3.664  0.026
H  -0.257  -1.533  2.796  -0.015
O  3.917  1.498  1.163  -0.015
H  3.592  2.345  1.054  -0.002
H  4.056  1.381  0.223  0.051
O  -2.562  -0.169  1.108  -0.037
H  -2.687  -1.062  0.883  -0.004
H  -2.720  -0.232  2.039  -0.061
O  0.597  2.033  2.870  -0.077
H  0.934  2.982  3.140  0.111
H  0.318  2.362  2.020  -0.001
O  0.433  -2.402  1.507  -0.039
H  1.359  -2.124  1.449  0.070
H  0.594  -3.272  1.139  0.061
O  2.936  -0.421  2.804  -0.076
H  2.519  0.442  2.509  0.029
H  3.603  -0.231  3.437  0.015
O  -2.678  -0.206  3.740  -0.154
H  -3.312  -0.910  3.415  0.059
H  -1.719  -0.654  3.591  0.007

SMILES string: C=CCCNCC.O.O.O.O.O.O.O.O
LUMO energy (Ha): 0.0101
E_HOMO (eV): -9.0
Kohn-Sham gap (eV): 9.2965
Net charge: 0

4.
C6H29NO9 | ωB97M-V/def2-TZVPD

Last column: Löwdin charge in e.
Element x y z (Å)
C  0.839  -1.143  -18.818  -0.106
O  -0.418  -1.790  -18.732  -0.188
C  -0.704  -2.432  -17.515  -0.223
C  -1.266  -1.551  -16.411  -0.178
N  -0.170  -0.880  -15.672  -0.065
C  -0.539  -0.185  -14.423  -0.208
C  0.475  0.826  -13.933  -0.241
O  1.713  0.150  -13.784  -0.193
C  2.738  1.057  -13.406  -0.112
H  1.039  -0.561  -17.916  0.073
H  0.791  -0.416  -19.629  0.083
H  1.625  -1.872  -19.034  0.083
H  0.123  -3.082  -17.202  0.129
H  -1.479  -3.150  -17.790  0.106
H  -1.720  -2.075  -15.562  0.100
H  -2.017  -0.897  -16.830  0.076
H  0.400  -1.633  -15.300  0.106
H  -0.818  -0.903  -13.643  0.118
H  -1.444  0.367  -14.706  0.122
H  0.087  1.350  -13.052  0.121
H  0.618  1.599  -14.701  0.122
H  2.503  1.598  -12.482  0.084
H  2.953  1.723  -14.243  0.089
H  3.586  0.435  -13.116  0.086
O  -5.510  -4.062  -18.090  -0.047
H  -5.612  -4.915  -18.527  0.060
H  -6.227  -3.521  -18.444  0.054
O  -3.868  -2.492  -13.967  -0.057
H  -4.800  -2.259  -14.101  -0.003
H  -3.876  -3.109  -13.226  0.051
O  -4.904  -1.498  -16.611  -0.058
H  -4.937  -2.281  -17.172  0.002
H  -5.558  -1.678  -15.900  -0.012
O  -2.890  0.850  -17.994  -0.055
H  -3.537  0.164  -18.193  0.025
H  -2.137  0.376  -17.632  -0.008
O  -6.706  -1.937  -14.602  -0.035
H  -7.439  -2.436  -14.984  0.083
H  -7.079  -1.069  -14.394  0.089
O  -5.807  1.935  -16.839  -0.065
H  -5.353  2.376  -16.115  0.034
H  -5.492  1.022  -16.799  -0.001
O  -2.873  -4.550  -16.204  -0.056
H  -3.014  -4.148  -15.334  0.011
H  -3.746  -4.562  -16.616  0.006

SMILES string: COCCNCCOC.O.O.O.O.O.O.O
LUMO energy (Ha): -0.0108
E_HOMO (eV): -8.3
Kohn-Sham gap (eV): 7.9687
Net charge: 0

5.
C6H2BrCl3N2O | ωB97M-V/def2-TZVPD

Last column: Löwdin charge in e.
Element x y z (Å)
Cl  0.787  2.413  -1.665  0.718
C  0.768  0.913  -0.805  -0.714
C  0.664  -0.275  -1.472  -0.123
C  0.423  -1.436  -0.736  -0.671
Cl  0.065  -2.892  -1.631  0.670
C  0.366  -1.411  0.638  -0.683
Br  -0.099  -2.956  1.710  0.717
C  0.733  -0.235  1.287  -0.726
Cl  1.132  -0.140  2.968  0.693
C  0.818  0.904  0.514  -0.215
H  0.471  -0.278  -2.540  0.114
H  0.837  1.913  0.994  0.131
N  -2.027  0.795  1.250  0.277
N  -2.310  1.156  0.267  -0.298
O  -2.629  1.528  -0.779  0.110

SMILES string: Clc1cc(Cl)c(Br)c(Cl)c1.N#[N+][O-]
LUMO energy (Ha): 0.0027
E_HOMO (eV): -9.6
Kohn-Sham gap (eV): 9.6709
Net charge: 0

6.
C6H2InO4 | ωB97M-V/def2-TZVPD

Last column: Löwdin charge in e.
Element x y z (Å)
In  1.150  -0.117  -3.794  1.132
C  0.319  -1.360  0.590  0.239
C  1.062  -0.568  -0.376  -0.307
C  0.646  0.932  -0.592  -0.330
O  1.156  1.477  -1.543  -0.028
C  -0.358  1.438  0.317  0.223
C  -1.071  0.624  1.182  -0.316
C  -0.789  -0.847  1.252  -0.325
O  -1.528  -1.611  1.866  0.209
O  -2.123  1.075  1.637  0.205
O  1.744  -1.052  -1.257  -0.032
H  0.508  -2.428  0.625  0.165
H  -0.716  2.438  0.093  0.164

LUMO energy (Ha): -0.3141
E_HOMO (eV): -13.6
Kohn-Sham gap (eV): 5.0180
Net charge: +1

The records above yield calculated total energy values of -3019.06394 -956.77560 -902.50853 -977.83469 -4369.11700 -720.51343 a.u., respectively.
The records above yield energy relative to the best compared isomer or geometry (same formula, charge and spin) values of 108.2 44.2 138.3 104.8 0.0 19.6 kcal per mole, respectively.